1.
{
  "formula": "C7H11N3O3",
  "method": "the ωB97M-V functional and the def2-TZVPD basis",
  "elements": ["N", "C", "C", "O", "C", "N", "C", "C", "C", "O", "N", "C", "O", "H", "H", "H", "H", "H", "H", "H", "H", "H", "H", "H"],
  "positions_angstrom": [[1.14463, 2.06218, 0.30081], [1.21165, 1.50148, -1.01586], [-0.00338, 1.79042, -1.84938], [-1.14056, 1.32304, -1.17516], [-1.33715, -0.03276, -1.29168], [-0.81252, -0.67413, -0.02362], [-1.14247, -0.31949, 1.23670], [-0.65062, -0.85269, 2.33358], [0.17793, -2.03623, 2.23042], [0.72488, -2.70835, 3.07449], [0.53753, -2.36010, 0.87937], [0.09165, -1.72140, -0.22824], [0.58995, -1.85704, -1.36062], [1.78111, 1.55741, 1.04588], [0.08322, 1.99508, 0.78559], [2.18724, 1.76463, -1.53211], [1.32936, 0.36693, -0.97300], [-0.13871, 2.87440, -1.90593], [0.09674, 1.20221, -2.72867], [-2.45387, -0.14874, -1.24817], [-0.73869, -0.50635, -2.08559], [-1.92794, 0.46216, 1.21463], [-0.92443, -0.69162, 3.39498], [1.31444, -2.99106, 0.92156]],
  "lowdin_charge": [-0.047, -0.319, -0.201, -0.134, -0.130, 0.022, -0.089, 0.003, -0.441, 0.075, 0.214, -0.453, 0.023, 0.113, 0.138, 0.135, 0.104, 0.137, 0.114, 0.158, 0.130, 0.154, 0.134, 0.160],
  "relative_energy_kj_mol": 154.20,
  "multiplicity": 1,
  "gap_ev": 9.558,
  "fmax_ev_per_a": 4.88,
  "smiles": "NCCOCn1ccc(=O)[nH]c1=O"
}



2.
{
  "formula": "CH6NOP",
  "method": "the ωB97M-V functional and the def2-TZVPD basis",
  "elements": ["C", "N", "O", "P", "H", "H", "H", "H", "H", "H"],
  "positions_angstrom": [[-0.82387, -0.80615, -1.73677], [0.18526, 0.38115, 2.17587], [2.24784, -1.07628, 1.25827], [1.42716, 0.10413, 0.99774], [0.11313, -0.87849, -2.13465], [-1.09651, -1.74725, -1.29658], [-1.53185, -0.03421, -1.49734], [-0.21680, 1.26092, 2.09297], [-0.54958, -0.32188, 2.35642], [2.15989, 1.26806, 1.24590]],
  "lowdin_charge": [0.073, -0.170, -0.454, 0.639, -0.058, -0.024, -0.015, -0.016, 0.055, -0.031],
  "relative_energy_kj_mol": 364.74,
  "multiplicity": 1,
  "gap_ev": [7.987, 8.425],
  "fmax_ev_per_a": 3.05
}



3.
{
  "formula": "C4H7FOS",
  "method": "the ωB97M-V functional and the def2-TZVPD basis",
  "elements": ["O", "C", "C", "S", "C", "C", "F", "H", "H", "H", "H", "H", "H", "H"],
  "positions_angstrom": [[0.94093, 1.93859, 0.09718], [-0.05055, 1.13372, -0.25123], [0.39144, -0.30203, -0.40630], [2.06211, -0.92916, -0.03437], [-0.57557, 0.14836, 0.62215], [-2.08672, -0.26610, 0.57558], [-2.69230, -0.56697, -0.62430], [1.87416, 1.31260, -0.30672], [-0.51363, 1.63816, -1.13473], [-0.13778, -0.62312, -1.38940], [1.52637, -1.57299, 0.95793], [-0.32201, 0.12227, 1.64428], [-2.19089, -1.28481, 1.36692], [-2.59845, 0.58476, 1.01175]],
  "lowdin_charge": [-0.082, -0.478, -0.546, 0.805, -0.256, -0.165, -0.044, 0.175, 0.172, 0.143, -0.145, 0.136, 0.181, 0.105],
  "relative_energy_kj_mol": 310.74,
  "multiplicity": 1,
  "gap_ev": 10.057,
  "fmax_ev_per_a": 6.79,
  "smiles": "O[C@H]1[C@@H](S)[C@@H]1CF"
}



4.
{
  "formula": "C2H2N2O4",
  "method": "the ωB97M-V functional and the def2-TZVPD basis",
  "elements": ["C", "C", "H", "H", "N", "N", "O", "O", "O", "O"],
  "positions_angstrom": [[0.96484, -0.17719, -0.05723], [-1.36636, -0.09472, -0.04715], [0.61233, 2.38097, 0.52287], [0.78642, -2.15140, 0.46419], [-0.14849, 0.58818, 0.12059], [0.54177, -1.47012, -0.20173], [-0.12956, 1.85767, -0.34403], [2.09146, 0.22038, -0.14310], [-0.87824, -1.40206, -0.23503], [-2.47417, 0.24829, -0.07938]],
  "lowdin_charge": [-0.515, -0.440, 0.307, 0.145, -0.063, 0.156, 0.008, 0.134, 0.048, 0.220],
  "relative_energy_kj_mol": 245.40,
  "multiplicity": 1,
  "gap_ev": 10.619,
  "fmax_ev_per_a": 6.92
}



5.
{
  "formula": "C28H28Br2N2O5PdS2",
  "method": "the ωB97M-V functional and the def2-TZVPD basis",
  "elements": ["C", "C", "N", "C", "C", "Br", "C", "C", "C", "Br", "C", "C", "C", "C", "S", "C", "C", "C", "C", "C", "C", "C", "C", "C", "C", "O", "N", "O", "C", "C", "C", "C", "C", "C", "S", "O", "O", "O", "C", "H", "H", "H", "H", "H", "H", "H", "H", "H", "H", "H", "H", "H", "H", "H", "H", "H", "H", "H", "H", "H", "H", "H", "H", "H", "H", "H", "H", "Pd"],
  "positions_angstrom": [[0.00741, 1.51028, -1.62886], [-1.14631, 1.35695, -0.91482], [-1.50083, 0.15115, -0.24416], [-1.72652, 0.53283, 1.11731], [-2.98730, 0.67578, 1.64045], [-4.52497, 0.33628, 0.57213], [-3.14412, 1.05803, 2.97187], [-2.07246, 1.31948, 3.80655], [-2.22503, 1.71078, 5.26883], [-1.80113, 3.60041, 5.52632], [-1.50828, 0.75420, 6.24239], [0.01772, 0.98608, 6.42249], [-0.78512, 1.18579, 3.28962], [-0.66066, 0.79117, 1.96905], [0.95755, 0.55792, 1.28431], [0.70325, -0.84803, 0.30310], [1.67394, -1.88481, 0.19753], [2.98451, -1.75753, 0.97852], [3.84029, -0.82229, 0.12509], [4.11184, 0.49507, 0.46420], [4.87144, 1.30912, -0.35336], [5.35151, 0.78385, -1.55488], [5.09133, -0.53020, -1.90135], [4.33931, -1.34486, -1.08171], [1.38927, -2.97244, -0.62098], [2.30871, -3.97733, -0.68814], [2.47492, -4.46524, -2.05029], [3.59420, -4.77258, -2.17149], [0.20238, -2.99896, -1.32067], [-0.74444, -1.96882, -1.20356], [-2.05403, -1.99349, -1.97593], [-1.85945, -1.15701, -3.30496], [-2.84839, 0.03237, -3.38583], [-2.30178, 1.13549, -4.33074], [-2.80779, 2.79582, -3.80301], [-3.48704, 3.44803, -4.86807], [-3.61662, 2.74584, -2.62010], [-1.48993, 3.69038, -3.47328], [-0.52765, -0.87747, -0.37732], [0.46417, 0.71762, -2.22111], [0.45636, 2.50310, -1.61625], [-1.83176, 2.21054, -0.86673], [-4.16200, 1.12954, 3.35608], [-3.29946, 1.62094, 5.48020], [-1.99336, 0.70495, 7.22214], [-1.62254, -0.25488, 5.80996], [0.62476, 0.16764, 6.00369], [0.39371, 1.91312, 5.97430], [0.26271, 0.99662, 7.49144], [0.12224, 1.36972, 3.85963], [2.76736, -1.32387, 1.96217], [3.46174, -2.72682, 1.14751], [3.72343, 0.92801, 1.38583], [5.09112, 2.33363, -0.06059], [5.93770, 1.41292, -2.22206], [5.46576, -0.93004, -2.84222], [4.11127, -2.37006, -1.36171], [-0.00549, -3.84405, -1.97990], [-2.85062, -1.56466, -1.35831], [-2.31121, -3.01226, -2.28495], [-0.84659, -0.71972, -3.32320], [-1.90155, -1.81379, -4.18242], [-3.09831, 0.44350, -2.40394], [-3.76917, -0.32228, -3.86914], [-2.69222, 1.02133, -5.34892], [-1.20460, 1.14369, -4.41874], [-0.80526, 3.44326, -4.11754], [1.41209, -5.76979, -3.52142]],
  "lowdin_charge": [0.123, -0.077, 0.016, -0.281, -0.541, 0.892, -0.007, -0.233, -0.652, 0.776, -0.247, -0.125, -0.007, -0.354, 1.341, -0.314, -0.071, -0.065, -0.205, -0.072, -0.039, -0.039, -0.049, -0.003, -0.219, -0.008, -0.094, 0.103, 0.109, -0.105, -0.082, -0.147, -0.202, -0.202, 0.600, -0.249, -0.283, -0.157, -0.197, 0.097, 0.100, 0.150, 0.135, 0.096, 0.118, 0.118, 0.072, 0.036, 0.084, 0.118, 0.115, 0.140, 0.096, 0.123, 0.123, 0.123, 0.102, 0.117, 0.097, 0.127, 0.090, 0.127, 0.063, 0.135, 0.119, 0.093, 0.092, 0.355],
  "charge": 2,
  "multiplicity": 1,
  "gap_ev": 2.481,
  "fmax_ev_per_a": 3.02
}



6.
{
  "formula": "C5H6O",
  "method": "the ωB97M-V functional and the def2-TZVPD basis",
  "elements": ["C", "C", "C", "C", "C", "O", "H", "H", "H", "H", "H", "H"],
  "positions_angstrom": [[-1.35444, -0.67242, -2.03475], [-0.82345, -0.21428, -1.04982], [-0.12331, 0.28695, 0.15274], [0.20997, -0.84423, 1.14124], [0.98122, 1.27934, -0.10634], [1.08905, 2.12242, 0.76003], [-1.85956, -1.05532, -2.90240], [-0.51148, 1.09816, 0.84409], [-0.73519, -1.21943, 1.54809], [0.74859, -1.68581, 0.70006], [0.79010, -0.42606, 1.96780], [1.58849, 1.33069, -1.02075]],
  "lowdin_charge": [0.120, -0.098, -0.353, -0.055, -0.224, 0.040, 0.030, 0.157, 0.086, 0.082, 0.082, 0.133],
  "relative_energy_kj_mol": 252.41,
  "multiplicity": 1,
  "gap_ev": 10.786,
  "fmax_ev_per_a": 2.57,
  "smiles": "C#C[C@@H](C)C=O"
}



7.
{
  "formula": "C11H15N",
  "method": "the ωB97M-V functional and the def2-TZVPD basis",
  "elements": ["C", "C", "C", "N", "C", "C", "C", "C", "C", "C", "H", "H", "H", "H", "H", "H", "H", "H", "H", "C", "C", "H", "H", "H", "H", "H", "H"],
  "positions_angstrom": [[0.15995, -2.67229, -1.26140], [0.66841, -1.39311, -1.80334], [1.58534, -1.21168, -2.85735], [1.98737, 0.07854, -2.87717], [1.17629, 0.83260, -1.95650], [1.09611, 2.21625, -1.73454], [0.42272, 2.69413, -0.62110], [-0.31681, 1.72069, 0.12280], [-0.35076, 0.35495, -0.11076], [0.37861, -0.13876, -1.24194], [-0.24890, -2.81178, -0.15960], [1.02296, -3.49946, -1.17402], [-0.51137, -3.25491, -1.95359], [2.04983, -1.93248, -3.51344], [2.56512, 0.59129, -3.57888], [1.71605, 2.79193, -2.32967], [0.20205, 3.73450, -0.52200], [-0.89866, 2.22201, 0.87187], [-0.70761, -0.16007, 0.73391], [-1.26196, 0.54698, 3.70177], [-1.73856, -0.55913, 2.82201], [-1.94696, 1.22547, 4.22478], [-0.74687, 0.00084, 4.58030], [-0.44492, 1.11549, 3.17418], [-2.42668, -1.39171, 3.31351], [-1.00501, -0.98268, 2.11663], [-2.42576, -0.11761, 2.03356]],
  "lowdin_charge": [-0.089, -0.263, -0.064, 0.054, -0.159, -0.040, -0.077, -0.099, -0.008, -0.125, 0.104, 0.103, 0.073, 0.120, 0.170, 0.078, 0.090, 0.086, 0.028, -0.195, -0.223, 0.063, 0.085, 0.071, 0.109, 0.035, 0.073],
  "relative_energy_kj_mol": 214.84,
  "multiplicity": 1,
  "gap_ev": 8.517,
  "fmax_ev_per_a": 4.85,
  "smiles": "Cc1c[nH]c2ccccc12.CC"
}



8.
{
  "formula": "C4H5N3",
  "method": "the ωB97M-V functional and the def2-TZVPD basis",
  "elements": ["N", "C", "C", "N", "C", "N", "C", "H", "H", "H", "H", "H"],
  "positions_angstrom": [[-1.98761, 0.07012, -0.34486], [-0.61691, 0.02196, -0.12647], [0.17158, 1.17321, -0.05632], [1.49012, 1.13072, 0.10212], [2.04040, -0.07727, 0.20706], [1.39679, -1.24210, 0.16081], [0.08021, -1.18495, -0.01112], [-2.44799, 0.93312, -0.09006], [-2.50050, -0.73246, -0.01376], [-0.28842, 2.16246, -0.12131], [3.11751, -0.11825, 0.35292], [-0.45516, -2.13656, -0.05899]],
  "lowdin_charge": [0.088, -0.303, -0.098, 0.069, -0.234, 0.069, -0.098, 0.090, 0.088, 0.114, 0.102, 0.114],
  "relative_energy_kj_mol": 52.87,
  "multiplicity": 1,
  "gap_ev": 9.674,
  "fmax_ev_per_a": 0.36,
  "smiles": "Nc1cncnc1"
}